(1)
Here is CsH6O3 as an isolated structure in a non-equilibrium geometry from the OMol25 dataset. Energies are from ωB97M-V/def2-TZVPD.

Total charge   +1
ΔE to the lowest compared entry with this formula, charge and spin   12.4 kcal per mole
2S+1   1

Structure (XYZ):
```
10
Properties=species:S:1:pos:R:3:forces:R:3:lowdin_charge:R:1
Cs -8.6450 13.8230 -18.0050 -0.1624 0.0024 -0.3857 1.237
O -10.2330 11.5220 -16.1990 -0.9617 0.7622 0.2613 -0.106
H -9.7700 12.2490 -15.7780 0.3799 -0.1358 0.4029 -0.029
H -11.1360 11.6940 -15.8480 0.5507 -0.6112 -0.4828 0.075
O -5.9720 14.1510 -19.1330 0.7467 -0.3908 0.2447 -0.191
H -5.1400 14.5390 -18.8430 -0.1116 1.0238 0.1685 0.060
H -5.5980 13.2760 -19.2630 -0.4503 -0.7131 -0.4788 0.045
O -7.7050 15.7810 -16.0090 -0.8762 -1.9118 0.8971 -0.193
H -8.0650 15.1480 -15.3210 0.7704 1.2879 -0.8919 0.056
H -7.6390 16.6060 -15.5400 0.1146 0.6864 0.2649 0.045
```
Forces are in eV/Å.


(2)
Here is one molecule with the formula ClNO2S in a non-equilibrium geometry from the OMol25 dataset. Energies are from ωB97M-V/def2-TZVPD.

ΔE to the lowest compared entry with this formula, charge and spin   40.6 kcal per mole
2S+1   3

Structure (XYZ):
```
5
Properties=species:S:1:pos:R:3:forces:R:3:lowdin_charge:R:1
N -0.2124 -0.0552 0.0102 -2.0550 -2.7682 0.2634 -0.842
O 0.0236 1.0571 -0.0861 -0.3156 5.7271 -0.4611 0.006
O -1.2734 -0.6447 0.0816 -1.0561 0.3018 0.0107 -0.001
S 1.0551 -1.1280 0.0669 1.2697 -5.0306 0.3450 0.704
Cl 2.6254 0.3007 -0.0636 2.1569 1.7698 -0.1580 0.132
```
Forces are in eV/Å.


(3)
Here is C24H67O10 as an isolated structure in a non-equilibrium geometry from the OMol25 dataset. Energies are from ωB97M-V/def2-TZVPD.

Total charge   -1
ΔE to the lowest compared entry with this formula, charge and spin   350.2 kcal per mole
2S+1   1

Structure (XYZ):
```
101
Properties=species:S:1:pos:R:3:forces:R:3:lowdin_charge:R:1
C -0.1867 -0.7757 1.2724 -0.0100 1.0871 0.9569 -0.077
C -0.9240 -0.3068 0.0293 0.2654 0.7762 -1.2378 -0.328
C -0.2299 0.8181 -0.7753 -1.1082 -0.7432 0.8698 -0.088
O -1.2498 -1.4161 -0.7909 2.7178 9.8291 -4.4172 -0.044
H 0.6972 -1.3921 1.1084 -0.4084 3.0205 -0.3341 0.004
H -0.7951 -1.4585 1.8653 0.1467 0.4141 -0.8633 0.036
H 0.0252 -0.0060 2.0146 0.3212 0.6181 -0.2011 0.101
H -1.8230 0.1862 0.3992 0.0291 -0.6085 -0.3409 0.079
H 0.7906 0.5899 -1.0830 -1.4554 -0.7407 -0.1804 0.030
H -0.0784 1.7156 -0.1755 -0.9965 -0.9136 -0.5208 0.036
H -0.8471 1.1267 -1.6191 0.1113 -0.9714 0.6976 0.056
C 2.4169 1.6340 -0.4559 1.4093 0.8000 -2.7210 -0.100
C 3.1428 1.0536 -1.6881 0.0026 2.0076 -1.0573 -0.437
C 3.2690 2.0186 -2.9014 0.1911 0.4958 1.2355 -0.044
O 4.4492 0.6459 -1.2626 0.1561 -0.1010 -0.4888 -0.058
H 2.3098 0.8012 0.2392 0.1771 1.3075 0.4944 0.099
H 1.4766 2.0984 -0.7529 1.3388 -1.0246 -0.3743 0.034
H 2.9355 2.5144 -0.0763 0.6965 -0.8437 -0.8414 0.082
H 2.6179 0.2178 -2.1506 0.3290 0.1487 0.4662 0.098
H 3.8568 1.5286 -3.6776 -0.0572 0.0961 -0.1041 0.089
H 3.7351 2.9575 -2.6026 0.5104 0.0973 0.0502 0.078
H 2.2858 2.3241 -3.2595 1.2636 -0.0798 0.2066 0.013
H 4.9768 1.4479 -1.2704 0.1723 0.0541 0.0695 0.087
C -1.7007 2.3707 2.7322 0.1858 -0.4552 0.8732 -0.040
C -2.7347 1.7165 1.8089 2.2399 -0.3788 0.9405 -0.511
C -3.0171 0.2767 2.2180 -0.4265 0.9179 0.2138 -0.072
O -3.8469 2.5370 1.8644 -1.5007 0.8455 0.1026 -0.022
H -0.7011 1.9392 2.6794 -0.4865 -0.4045 -0.0691 0.043
H -2.0004 2.2213 3.7695 -0.3012 0.0686 0.1451 0.087
H -1.5250 3.4392 2.6077 -0.6253 0.0481 -0.2583 0.074
H -2.3658 1.6971 0.7834 0.2673 0.1805 1.5371 0.040
H -3.6856 -0.1559 1.4737 -0.0582 -0.3147 -0.1164 0.112
H -3.5295 0.1844 3.1756 -0.1573 0.7806 0.0732 0.091
H -2.1781 -0.4078 2.3428 -0.2400 1.4449 -0.5916 0.035
H -4.5472 2.1229 1.3548 -0.2105 -0.0192 -0.0222 0.089
C 0.3684 1.8970 -3.2363 -0.3328 -0.5207 -1.4430 -0.075
C -0.9040 1.3194 -3.8303 -0.0837 0.7269 -0.4989 -0.498
C -1.2308 1.7305 -5.2690 0.0078 0.4471 -0.2366 -0.046
O -0.8661 -0.0881 -3.7644 -0.1496 0.0337 -0.0287 0.005
H 1.1827 1.6669 -3.9234 -0.6122 0.4820 -0.5982 0.074
H 0.6684 1.3779 -2.3261 -0.2530 0.6932 -1.2681 0.025
H 0.1890 2.9531 -3.0347 0.6209 0.2633 -0.1757 0.118
H -1.7399 1.6687 -3.2242 1.9480 -0.6621 -0.7920 0.059
H -2.2744 1.5283 -5.5098 -0.0588 -0.5230 0.0816 0.073
H -0.6079 1.2072 -5.9944 0.0960 -0.0650 -0.0513 0.075
H -1.1592 2.7965 -5.4849 0.4265 0.2634 0.2733 0.070
H -0.0371 -0.2933 -4.2029 0.1610 -0.6216 -0.0340 0.086
C 0.0446 -3.4636 1.1022 -0.4032 -2.3044 -0.7417 -0.085
C -1.0467 -3.7941 0.1229 -0.9055 0.5858 0.2356 -0.363
C -1.7713 -5.1042 0.3496 -0.6227 -0.8501 -0.3413 -0.044
O -2.0223 -2.7602 0.3632 -3.5642 -9.1526 4.1770 -0.070
H 0.4558 -2.4703 0.9224 -0.7508 -3.3046 -0.9318 -0.007
H 0.8342 -4.2137 1.1470 -0.0070 -0.0497 -0.1214 0.109
H -0.4610 -3.4349 2.0674 -0.0417 -0.5854 -0.3569 0.079
H -0.6550 -3.7162 -0.8913 -0.5907 -0.4885 0.3061 0.127
H -2.5379 -5.2701 -0.4073 -0.0123 0.3673 -0.4804 0.074
H -2.3782 -5.1280 1.2547 0.5774 -0.0137 0.3400 0.064
H -1.1694 -6.0094 0.2700 0.4803 0.0842 0.2722 0.069
H -1.7357 -1.9372 -0.0394 -0.4205 0.8679 -0.7061 -0.242
C 2.2029 2.7913 3.2531 0.1520 -0.9433 0.8668 -0.045
C 2.1342 3.2015 1.8099 -0.5505 0.6506 0.4610 -0.483
C 0.8165 2.8723 1.0942 0.2009 0.4274 2.0148 -0.094
O 2.3405 4.5901 1.7320 0.7547 1.3815 -0.4479 -0.043
H 1.3795 3.0953 3.8994 -0.2820 0.2735 -0.2402 0.080
H 3.1199 3.1660 3.7078 0.0440 0.2289 -0.1291 0.081
H 2.2756 1.7094 3.3638 -0.1447 -0.2306 -0.1503 0.081
H 3.0210 2.7874 1.3300 -0.4607 0.1988 0.6820 0.106
H 0.5497 1.8305 1.2723 0.4955 0.2072 -0.1010 0.054
H 0.8009 3.0735 0.0230 -0.1481 1.0077 1.1452 0.082
H 0.0126 3.3817 1.6256 0.3962 0.5343 -0.4050 0.066
H 1.6571 5.0811 2.1940 -0.2202 -0.2142 0.0710 0.088
C 2.3110 -1.1780 -0.5966 0.5139 -1.1807 0.4062 -0.070
C 1.7342 -1.8891 -1.8106 -0.4793 -1.1116 0.1497 -0.452
C 2.6598 -2.9591 -2.4130 0.0816 1.0298 -0.1207 -0.024
O 0.5534 -2.5331 -1.4686 4.2475 -2.3519 -1.9223 -0.085
H 2.3917 -1.8608 0.2492 0.0159 -0.3669 -0.0923 0.103
H 1.6156 -0.3892 -0.3097 0.5441 -1.3525 -0.0930 0.028
H 3.3072 -0.7634 -0.7510 -0.3777 -0.7582 0.3531 0.070
H 1.4126 -1.1141 -2.5064 0.5465 0.2716 -0.8529 0.116
H 2.2946 -3.3978 -3.3416 -0.3808 0.1140 0.0625 0.070
H 2.7758 -3.7652 -1.6885 0.1749 0.1088 0.0743 0.082
H 3.6060 -2.4762 -2.6572 0.3955 -0.2516 0.1387 0.068
H -0.0931 -1.9086 -1.1314 -1.8479 1.0467 0.2224 -0.073
C 1.2943 -2.4366 3.0437 0.0017 0.6923 0.2536 -0.209
O 1.8676 -3.6983 3.1506 0.7734 -0.8911 0.7448 -0.089
H 1.5069 -2.1262 2.0207 0.9956 0.1577 1.4633 0.041
H 0.2056 -2.4894 3.0429 0.5136 0.3613 0.9491 0.058
H 1.6322 -1.7301 3.8018 0.3457 0.1655 0.0382 0.097
H 1.6532 -4.0839 4.0031 -0.0574 -0.0136 0.0245 0.086
C -3.0847 1.8899 -1.0368 -0.8171 0.8333 0.7418 -0.158
O -2.9760 1.3380 -2.2849 -1.6780 -0.9637 -0.3507 -0.083
H -3.5208 1.1708 -0.3434 -0.4393 -0.1850 -0.5664 0.089
H -2.1288 2.1178 -0.5651 0.0696 0.5029 -0.9913 0.066
H -3.7011 2.7882 -1.0713 -0.0868 0.1358 0.3588 0.109
H -3.0624 2.0012 -2.9735 -0.8246 0.1554 0.3661 0.092
C -2.8024 -2.2646 3.0968 -0.7179 -1.5910 -0.2576 -0.196
O -3.0865 -3.3368 2.2649 -2.3725 -1.6924 4.1523 -0.132
H -2.7177 -2.6412 4.1161 0.0497 0.2495 0.3910 0.087
H -1.8585 -1.8244 2.7754 -0.3095 -0.3110 0.8183 0.033
H -3.6178 -1.5479 2.9986 0.2248 -0.3338 0.6576 0.050
H -2.6477 -3.1983 1.4224 0.6594 0.8953 -1.9585 -0.098
```
Forces are in eV/Å.


(4)
Here is a 2-piece molecular cluster, C7H9ClO5S overall in a non-equilibrium geometry from the OMol25 dataset. Energies are from ωB97M-V/def2-TZVPD.

Total charge   -2
2S+1   3
E_tot   -1506.57090 hartree

Structure (XYZ):
```
23
Properties=species:S:1:pos:R:3:forces:R:3:lowdin_charge:R:1
C 0.5656 -0.4264 2.4849 1.3221 3.1017 6.2927 -0.023
C 0.0291 -1.1470 1.4822 0.9533 -2.3525 -8.2374 -0.184
C -0.0806 -0.4546 3.9446 1.0556 -0.3671 -2.9007 -0.783
C 0.8419 1.5718 -1.0030 1.2610 -1.9006 -4.4199 -0.123
C -1.4822 0.7388 -0.7206 -0.4093 0.6294 -2.3189 -0.128
C 0.5473 -1.2223 0.1240 0.1100 0.8456 2.6395 -0.493
C -0.0380 0.3473 -1.0885 -2.2597 0.7757 -0.7422 -0.465
O 0.6254 0.0255 4.8284 0.7874 0.7643 1.3002 -0.096
O -0.6917 -1.7557 -2.6891 -0.3093 0.0960 0.7938 -0.386
O -1.1800 -1.0109 3.9990 -1.4003 -0.5284 0.3184 -0.081
O -1.1315 0.5082 -3.4704 0.4509 -0.3111 0.5653 -0.400
O 1.1825 -0.3106 -3.2254 -0.4334 0.0248 -0.1522 -0.409
S -0.2046 -0.3789 -2.7354 1.7718 0.3071 -1.7098 0.385
Cl 2.3299 -1.0549 -0.0400 0.1641 0.1419 0.0491 0.574
H 1.4927 0.1498 2.4869 -0.2385 -0.3036 -0.6256 0.084
H -0.7053 -1.8671 1.5499 -2.0652 -0.8815 0.9592 0.082
H 1.9071 1.3204 -0.9274 -0.3424 0.1789 0.1291 0.039
H 0.7192 2.1164 -2.0102 0.2266 -0.6813 1.1910 0.109
H 0.5145 2.2185 -0.3049 -0.9530 2.0126 2.7913 0.024
H -1.9458 1.5832 -1.4582 1.4973 -1.7104 1.8594 0.124
H -2.1841 -0.0923 -0.8506 0.2295 -0.0019 0.3718 0.073
H -1.3655 1.0412 0.2745 -0.7806 0.6949 1.6571 0.040
H 0.2541 -1.9004 -0.6508 -0.6377 -0.5345 0.1888 0.037
```
Forces are in eV/Å.


(5)
Here is C7H13IN2O2 as an isolated structure in a non-equilibrium geometry from the OMol25 dataset. Energies are from ωB97M-V/def2-TZVPD.

ΔE to the lowest compared entry with this formula, charge and spin   73.4 kcal per mole
2S+1   1

Structure (XYZ):
```
25
Properties=species:S:1:pos:R:3:forces:R:3:lowdin_charge:R:1
C -0.3633 -2.3785 -0.5348 1.3483 1.9804 0.3011 -0.669
C 1.3093 -1.5011 1.3947 0.0532 -0.1896 -0.9017 -0.091
C 1.8926 -1.1115 0.0389 2.6472 -0.3843 -0.0381 -0.569
C 0.4910 -1.0483 0.1828 -2.3090 1.4201 0.2379 -0.328
C -1.7355 0.0129 0.6896 -2.0192 -1.7062 0.6444 -0.044
C -0.4326 0.9040 -1.3858 -2.6257 -1.7335 0.4218 -0.155
C -0.3711 0.3510 0.1321 -0.0858 -3.2381 -1.9262 -0.446
N 0.2093 1.4246 0.9364 1.1617 0.9232 0.7483 0.121
N -0.5374 2.3892 -1.3213 4.1839 -1.6691 -1.7841 0.002
O -0.5795 -3.2015 0.3264 -0.6153 -0.9033 -0.1152 0.024
O -0.5085 -2.1833 -1.7331 -0.4928 -0.3591 -0.2436 0.013
I 3.2887 0.6493 -0.0609 -0.1783 -0.1371 0.0180 0.788
H 1.3041 -2.6428 1.4547 -0.2712 1.8982 0.8192 0.132
H 1.4151 -0.7913 2.2579 0.2151 -1.1379 -0.7568 0.107
H 2.4910 -1.8038 -0.5886 -0.9398 0.3805 0.4899 0.082
H -2.2483 -0.9324 0.2751 1.3027 1.4169 0.1119 0.123
H -1.8788 -0.2121 1.8282 0.8779 0.9042 -1.8006 0.130
H -2.3643 0.8223 0.3555 -0.7794 0.4683 0.4363 0.068
H -1.3698 0.3709 -1.9268 2.1077 1.2094 1.3826 0.166
H 0.4364 0.5402 -1.9700 -0.3299 0.5823 0.5793 0.113
H 1.2805 1.1577 0.7629 -1.4444 1.5631 1.2985 -0.027
H -0.2174 1.3400 1.8737 1.1845 -0.2237 -0.1522 0.154
H -0.0157 2.4528 0.6367 0.6006 -2.3540 -0.5059 0.179
H -1.4090 2.7540 -1.4066 -3.4834 0.7569 -0.1545 0.029
H -0.0871 2.6377 -2.2179 -0.1084 0.5325 0.8898 0.099
```
Forces are in eV/Å.


(6)
Here is a 2-piece molecular cluster, O8S2 overall in a non-equilibrium geometry from the OMol25 dataset. Energies are from ωB97M-V/def2-TZVPD.

Total charge   -2
ΔE to the lowest compared entry with this formula, charge and spin   29.5 kcal per mole
2S+1   1

Structure (XYZ):
```
10
Properties=species:S:1:pos:R:3:forces:R:3:lowdin_charge:R:1
O 1.6633 0.7218 0.0988 0.1914 -0.0150 -1.0329 -0.352
S 1.4488 -0.0240 -1.1276 -0.0174 -0.3748 0.1173 0.270
O 0.1798 0.1980 -1.7960 1.0137 0.2754 0.0175 -0.352
O 2.6319 0.0127 -2.0639 0.2775 0.7500 -0.4246 -0.318
O 1.7454 -1.5182 -0.9468 -0.4444 -0.2468 0.4161 -0.248
O -1.7653 1.4989 0.9677 0.7621 1.0852 -0.8966 -0.253
S -1.4452 0.0207 1.1257 0.6490 -0.0687 -0.4891 0.279
O -1.6600 -0.7336 -0.1041 -0.1419 0.2131 1.4095 -0.356
O -0.1710 -0.2077 1.7979 -1.3999 -0.2312 -0.1974 -0.356
O -2.6276 0.0313 2.0485 -0.8900 -1.3871 1.0802 -0.314
```
Forces are in eV/Å.